(1)
This record from OMol25 describes 6 unconnected molecules or ions with the total composition C33H64IN2O18. The level of theory is the ωB97M-V functional and the def2-TZVPD basis.

```
! RIJCOSX wB97M-V def2-TZVPD def2/J DEFGRID3
* xyz 1 1
I -2.595 9.414 -0.173
O 4.851 1.262 -4.523
O -2.883 -6.381 2.219
O -7.307 5.599 1.766
O -0.017 2.124 2.077
O -6.622 -1.547 -1.567
O -6.949 5.889 3.059
O 0.974 -2.735 -0.168
O -4.493 -0.838 -1.187
O -3.947 -8.188 1.638
O 3.938 3.134 -5.153
O 2.422 -3.883 0.984
O 4.324 -2.062 -2.464
O 5.782 -3.588 -1.623
O -4.980 -2.926 -0.815
O 0.298 -3.698 1.778
O 3.533 1.255 -6.374
O -1.735 -8.016 1.134
O 6.264 -2.291 -3.432
N -3.131 5.881 2.734
N -4.587 7.405 1.585
C -0.357 1.737 3.427
C 5.489 -2.729 -2.420
C 3.088 3.887 -6.026
C -0.780 6.631 1.963
C 2.775 -4.709 2.102
C 3.370 -2.496 -1.493
C -4.863 0.492 -1.564
C 1.898 4.659 2.203
C 2.965 3.730 1.420
C 2.189 6.238 2.099
C -1.659 -5.656 2.336
C 1.283 1.626 1.667
C -5.595 1.193 -0.434
C 2.283 -6.131 1.903
C -2.754 -7.571 1.608
C -4.494 6.294 2.475
C 4.995 -0.153 -4.666
C -5.480 -1.752 -1.232
C 7.540 -2.932 -3.556
C 1.626 3.651 -5.696
C -3.399 -10.528 2.010
C 0.057 7.818 2.659
C 1.150 -3.458 0.954
C 4.060 1.827 -5.449
C -2.361 6.854 1.916
C -3.981 -9.498 1.058
C 7.402 -4.291 -4.217
C -5.949 -3.970 -0.728
C -3.257 7.852 1.161
C -5.600 5.393 3.202
C -0.369 -2.298 -0.367
C 1.439 7.138 3.201
C 2.086 2.581 0.659
H -6.497 -4.083 -1.665
H 5.314 -0.420 -5.677
H -1.007 -3.152 -0.608
H 3.677 3.211 2.147
H -6.549 0.706 -0.219
H -0.749 -1.770 0.511
H -5.791 2.237 -0.690
H 8.384 -4.735 -4.396
H 1.967 1.351 2.542
H -2.746 5.130 3.322
H -7.897 4.806 1.839
H 2.140 7.979 3.584
H 3.325 6.384 2.281
H 3.794 -2.486 -0.488
H 1.933 6.640 1.056
H -1.893 -4.658 2.708
H 1.191 -6.172 1.882
H 3.505 4.320 0.586
H 5.761 -0.488 -3.966
H 3.866 -4.708 2.161
H -0.379 -1.609 -1.212
H 1.807 4.405 3.322
H 4.056 -0.650 -4.416
H 3.331 4.940 -5.868
H 1.084 0.638 1.086
H 0.236 8.660 1.909
H 1.341 2.613 -5.885
H 1.199 6.510 4.147
H -5.530 4.342 2.714
H -1.001 -6.149 3.056
H -1.164 -5.554 1.369
H -5.265 5.247 4.290
H -0.373 2.624 4.175
H 2.529 -1.804 -1.517
H 8.033 -3.005 -2.582
H 1.326 3.088 -0.053
H -5.005 1.156 0.486
H 3.308 3.658 -7.073
H -6.635 -3.773 0.099
H -5.031 -9.731 0.870
H 8.157 -2.285 -4.183
H 2.772 1.945 0.003
H -0.536 8.140 3.592
H -5.420 -4.903 -0.524
H -0.396 6.418 0.906
H 6.873 -4.203 -5.169
H -3.936 1.026 -1.782
H -0.608 5.687 2.615
H 1.435 3.847 -4.638
H 2.401 -4.278 3.036
H 0.985 4.298 -6.299
H 0.326 0.911 3.855
H 0.884 4.479 1.672
H -1.432 1.300 3.451
H 6.824 -4.977 -3.593
H -5.456 0.484 -2.484
H 2.635 -6.777 2.709
H 2.634 -6.528 0.948
H -3.896 -10.476 2.982
H -2.336 -10.346 2.186
H -5.466 7.841 1.273
H -3.470 -9.508 0.092
H 3.007 -3.493 -1.748
H -3.513 -11.535 1.605
*
```

Properties
E_LUMO   -3.499 eV
HOMO level   -11.7817 eV

***

(2)
This record from OMol25 describes a molecular structure, C31H43N2ORe. The level of theory is the ωB97M-V functional and the def2-TZVPD basis.

```
! RIJCOSX wB97M-V def2-TZVPD def2/J DEFGRID3
* xyz 1 4
Re -1.314 -0.433 -1.106
O -1.369 0.984 -2.364
N -1.302 -1.520 0.658
N 0.691 -0.123 -0.333
C -1.336 0.806 -6.310
C -1.289 -3.150 4.665
C -2.396 -2.118 1.155
C -1.625 2.823 0.141
C 5.123 -1.623 1.445
C 2.976 0.522 -0.504
C 0.907 1.577 -5.452
C -2.758 3.056 -0.863
C -0.200 -1.445 1.446
C -3.888 2.037 -0.700
C -2.267 3.199 -2.295
C -0.529 1.204 -5.070
C -2.441 -2.645 2.428
C -1.413 3.562 -4.925
C -1.208 2.331 -4.312
C 1.681 0.504 -0.981
C -2.443 4.416 -2.948
C -0.760 -2.097 5.651
C -1.635 2.172 -2.993
C 5.698 0.570 0.400
C 4.642 0.524 2.662
C -2.022 4.607 -4.254
C 2.237 -0.776 1.345
C 4.685 -0.158 1.284
C -0.197 -1.946 2.723
C 3.285 -0.127 0.687
C -0.340 -4.362 4.646
C -1.327 -2.567 3.258
C 0.965 -0.760 0.826
C -2.193 -1.794 -2.126
C -2.674 -3.607 5.126
H -0.487 0.339 -4.416
H 5.106 -2.148 0.486
H -2.932 5.227 -2.417
H 5.777 0.113 -0.590
H -2.536 -2.752 -1.726
H -2.603 -3.975 6.150
H 5.450 1.627 0.281
H -4.698 2.233 -1.404
H -3.191 4.024 -0.606
H -3.249 -2.165 0.493
H 1.419 0.727 -5.912
H 0.680 -4.070 4.383
H 4.308 1.561 2.577
H 2.425 -1.312 2.265
H 6.681 0.514 0.868
H -1.405 1.639 -7.015
H -4.295 2.076 0.315
H 3.730 1.044 -1.076
H -0.849 3.583 0.040
H 4.486 -2.168 2.146
H -0.315 -4.824 5.636
H 0.255 -1.773 5.412
H 6.144 -1.657 1.831
H 3.974 0.004 3.353
H -0.676 -5.114 3.928
H 0.698 -1.841 3.322
H -3.395 -2.786 5.116
H 1.483 1.896 -4.578
H 5.642 0.524 3.100
H -0.737 -2.524 6.656
H -1.135 1.850 0.000
H -1.407 -1.216 5.672
H 1.406 1.004 -1.903
H -2.187 -1.781 -3.217
H -2.352 0.508 -6.042
H -0.858 -0.030 -6.829
H -3.062 -4.425 4.513
H -1.083 3.706 -5.950
H -2.169 5.563 -4.742
H -3.360 -3.107 2.759
H -2.004 2.851 1.166
H 0.918 2.401 -6.171
H -3.559 1.009 -0.884
*
```

Properties
E_LUMO (alpha / beta)   -3.558 / -4.024 eV
HOMO level (alpha / beta)   -10.0123 / -10.5952 eV
Expectation value of S²   3.84
ΔE to the lowest compared entry with this formula, charge and spin   0.0 kJ/mol

***

(3)
This record from OMol25 describes 5 unconnected molecules or ions with the total composition C24H58B2F8N3O2. The level of theory is the ωB97M-V functional and the def2-TZVPD basis.

```
! RIJCOSX wB97M-V def2-TZVPD def2/J DEFGRID3
* xyz 1 1
F -14.248 -5.265 10.352
F -20.397 -5.733 7.693
F -20.454 -5.670 5.265
F -13.169 -3.402 9.308
F -14.830 -4.672 8.130
F -12.756 -5.627 8.608
F -19.675 -3.827 6.500
F -18.404 -5.775 6.437
O -15.801 -9.021 8.849
O -15.308 -2.086 3.276
N -17.626 -3.557 10.444
N -18.142 -9.776 7.022
N -14.094 -4.809 4.266
C -14.493 -3.577 5.027
C -17.639 -11.026 7.631
C -17.527 -4.914 9.943
C -16.121 -3.551 12.343
C -18.840 -10.094 5.792
C -12.782 -5.476 2.237
C -19.211 -8.970 4.840
C -18.468 -3.572 11.733
C -17.988 -1.231 7.356
C -13.446 -4.406 3.048
C -13.275 -5.634 5.149
C -16.286 -1.124 2.863
C -18.222 -2.638 9.429
C -16.331 -3.039 10.957
C -14.783 -8.497 9.662
C -19.080 -9.129 7.930
C -11.962 -5.083 5.671
C -15.326 -5.594 3.981
C -16.966 -8.864 6.788
C -16.304 -8.140 7.918
C -18.557 -12.220 7.637
C -17.530 -3.932 12.865
C -15.617 -2.709 4.519
C -17.359 -2.352 8.211
B -19.811 -5.244 6.458
B -13.716 -4.715 9.129
H -18.357 -8.622 4.260
H -18.252 -10.772 5.168
H -14.850 -3.832 6.023
H -16.775 -4.879 9.159
H -12.662 -3.714 3.332
H -19.379 -8.188 7.457
H -19.689 -10.740 6.017
H -11.861 -5.851 2.685
H -18.084 -13.004 8.240
H -14.167 -3.843 2.468
H -17.275 -3.230 7.564
H -18.921 -1.535 6.877
H -19.932 -9.415 4.163
H -13.953 -8.085 9.086
H -16.576 -3.225 4.509
H -16.405 -1.955 10.955
H -18.885 -12.736 6.724
H -16.338 -9.456 6.142
H -18.574 -1.760 9.972
H -15.432 -4.386 12.288
H -12.515 -5.078 1.254
H -18.555 -8.943 8.862
H -15.909 -4.994 3.292
H -19.587 -8.051 5.286
H -18.498 -5.308 9.619
H -15.049 -6.575 3.596
H -18.845 -2.566 11.953
H -19.382 -4.122 11.518
H -13.862 -5.983 6.000
H -17.339 -8.035 6.182
H -16.756 -11.368 7.092
H -15.752 -1.966 5.316
H -17.377 -10.746 8.651
H -17.293 -0.871 6.599
H -15.449 -7.558 7.564
H -17.799 -3.326 13.722
H -19.974 -9.744 8.036
H -19.479 -11.987 8.187
H -17.318 -1.450 2.647
H -16.889 -7.342 8.395
H -11.354 -5.918 5.999
H -14.596 -9.262 10.402
H -11.258 -4.589 5.000
H -12.987 -6.532 4.599
H -16.302 -0.319 3.614
H -19.109 -3.061 8.991
H -15.083 -7.569 10.179
H -15.864 -0.624 2.004
H -12.083 -4.477 6.562
H -17.079 -5.568 10.693
H -15.618 -3.302 10.190
H -15.881 -5.795 4.889
H -15.675 -2.755 12.941
H -13.382 -6.348 1.958
H -16.357 -2.055 8.520
H -17.560 -4.984 13.134
H -18.263 -0.344 7.933
H -13.515 -3.137 5.171
*
```

Properties
E_LUMO   -1.945 eV
HOMO level   -12.4493 eV
ΔE to the lowest compared entry with this formula, charge and spin   0.0 kJ/mol

***

(4)
This record from OMol25 describes 2 unconnected molecules or ions with the total composition C4H12NO. The level of theory is the ωB97M-V functional and the def2-TZVPD basis.

```
! RIJCOSX wB97M-V def2-TZVPD def2/J DEFGRID3
* xyz 1 1
O -3.588 0.156 0.391
N -0.322 -0.899 -0.576
C 2.859 0.608 -0.326
C -2.365 0.373 -0.228
C 2.117 0.409 1.000
C -1.604 -1.012 -0.063
H 1.062 0.258 0.734
H 2.357 1.338 -0.975
H 2.822 -0.328 -0.898
H 2.184 1.266 1.654
H 3.895 0.937 -0.268
H -0.130 -1.723 -1.186
H -4.324 0.169 -0.237
H 2.567 -0.478 1.447
H -2.382 0.648 -1.284
H -1.010 -1.117 0.902
H -1.818 1.156 0.301
H -2.317 -1.761 -0.389
*
```

Properties
E_LUMO   -8.874 eV
HOMO level   -14.9919 eV
ΔE to the lowest compared entry with this formula, charge and spin   633.9 kJ/mol

***

(5)
This record from OMol25 describes 15 unconnected molecules or ions with the total composition CH28F3O17S. The level of theory is the ωB97M-V functional and the def2-TZVPD basis.

```
! RIJCOSX wB97M-V def2-TZVPD def2/J DEFGRID3
* xyz -1 1
S 7.059 -12.123 4.415
F 9.469 -12.968 3.544
F 7.735 -13.791 2.419
F 8.203 -14.574 4.270
O 7.510 -14.980 7.323
O 7.710 -11.852 5.686
O 6.031 -12.530 7.871
O 12.543 -12.092 2.252
O 10.400 -15.571 1.993
O 5.775 -12.830 4.500
O 5.710 -11.159 0.557
O 4.348 -9.769 2.636
O 9.521 -10.492 1.832
O 10.618 -14.936 6.278
O 3.343 -13.629 4.202
O 7.059 -10.928 3.634
O 7.837 -12.950 -0.676
O 8.119 -9.086 5.491
O 7.142 -8.774 1.916
O 6.732 -16.939 2.911
O 10.254 -13.145 0.710
C 8.199 -13.456 3.575
H 6.758 -15.571 7.290
H 10.432 -15.203 5.377
H 6.503 -16.193 2.356
H 9.867 -10.120 1.021
H 11.694 -11.789 2.576
H 7.231 -12.464 -0.116
H 5.494 -10.905 1.455
H 9.819 -16.211 2.406
H 8.560 -13.189 -0.096
H 6.537 -13.339 7.797
H 3.363 -14.575 4.056
H 11.542 -14.688 6.269
H 8.141 -9.671 6.249
H 7.317 -9.694 2.110
H 7.984 -15.149 6.509
H 6.494 -11.905 7.313
H 5.049 -9.743 3.287
H 4.436 -8.944 2.157
H 8.009 -8.378 1.825
H 11.026 -13.203 0.146
H 7.458 -9.468 4.913
H 6.937 -17.642 2.295
H 4.264 -13.378 4.269
H 10.234 -13.981 1.176
H 10.972 -16.094 1.431
H 9.638 -11.437 1.731
H 12.336 -12.574 1.452
H 5.087 -10.675 0.015
*
```

Properties
E_LUMO   1.468 eV
HOMO level   -7.1337 eV
ΔE to the lowest compared entry with this formula, charge and spin   80.9 kJ/mol

***

(6)
This record from OMol25 describes 2 unconnected molecules or ions with the total composition C5H10O. The level of theory is the ωB97M-V functional and the def2-TZVPD basis.

```
! RIJCOSX wB97M-V def2-TZVPD def2/J DEFGRID3
* xyz 0 1
O -1.799 -0.732 0.771
C 2.652 -0.602 -0.310
C -0.370 1.011 0.211
C -1.202 0.860 -0.811
C -2.176 -0.244 -0.507
C -0.716 0.025 1.292
H 3.124 -1.587 -0.291
H 0.444 1.724 0.292
H -2.126 -1.060 -1.244
H 0.123 -0.646 1.532
H 1.639 -0.684 -0.713
H -3.217 0.115 -0.480
H 3.239 0.072 -0.939
H -1.209 1.428 -1.735
H 2.611 -0.203 0.708
H -1.019 0.524 2.225
*
```

Properties
E_LUMO   1.021 eV
HOMO level   -9.0732 eV
ΔE to the lowest compared entry with this formula, charge and spin   130.1 kJ/mol

***

(7)
This record from OMol25 describes 2 unconnected molecules or ions with the total composition C11H17F5NO4S. The level of theory is the ωB97M-V functional and the def2-TZVPD basis.

```
! RIJCOSX wB97M-V def2-TZVPD def2/J DEFGRID3
* xyz -1 1
S 0.360 1.157 -3.300
F -2.284 -2.648 3.489
F -2.897 -1.327 1.899
F -1.855 -0.260 4.285
F 0.027 -1.236 3.812
F -1.078 -2.506 1.726
O 3.622 -1.455 0.506
O 1.175 1.471 -4.447
O 1.932 -2.142 1.808
O 0.775 1.483 -1.965
N 2.707 0.033 3.541
C -1.286 1.804 -3.582
C -1.825 -1.796 2.543
C -2.018 0.673 -4.298
C 2.773 -1.285 1.411
C -0.095 -0.579 -3.371
C 2.745 0.107 2.071
C 0.283 0.387 1.259
C -1.616 -0.614 -3.564
C -1.038 -0.672 3.258
C -0.756 0.537 2.406
C 1.659 1.022 1.511
H -1.222 2.720 -4.165
H 1.891 0.492 3.910
H 1.505 1.815 2.252
H 2.743 -0.931 3.835
H 0.342 -0.656 0.960
H 3.698 0.573 1.824
H -1.731 2.008 -2.609
H 0.217 -1.060 -2.447
H 2.010 1.531 0.621
H -1.695 0.621 -5.340
H -3.097 0.826 -4.287
H -0.522 1.396 3.027
H -1.920 -1.504 -4.113
H 0.430 -1.023 -4.215
H -1.706 0.762 1.926
H -0.147 0.920 0.415
H -2.109 -0.647 -2.590
*
```

Properties
E_LUMO   2.351 eV
HOMO level   -4.1360 eV

***

(8)
This record from OMol25 describes a single C7H9N molecule. The level of theory is the ωB97M-V functional and the def2-TZVPD basis.

```
! RIJCOSX wB97M-V def2-TZVPD def2/J DEFGRID3
* xyz 0 1
N -0.707 -0.646 -1.200
C 0.388 1.365 -0.449
C 2.879 -0.718 -0.064
C -0.320 2.249 0.255
C -0.397 -0.956 0.929
C 0.344 -0.109 -0.198
C 1.712 -0.633 -0.421
C -1.513 -1.375 -0.102
H -1.098 1.898 0.878
H -0.731 -0.226 1.684
H -0.262 3.312 0.159
H -1.696 -2.460 -0.347
H 1.095 1.601 -1.299
H 0.302 -1.780 1.257
H -2.482 -0.811 -0.078
H 3.859 -0.801 0.460
H -1.372 0.091 -1.462
*
```

Properties
E_LUMO   0.988 eV
HOMO level   -8.7835 eV
ΔE to the lowest compared entry with this formula, charge and spin   488.4 kJ/mol